No. 1
Formula: C4H9NO
Source: the Open Molecules 2025 dataset
Level of theory: ωB97M-V/def2-TZVPD

Output
**LUMO level**: 0.0297 Ha
**F_max**: 4.277 eV Å⁻¹
**Charge**: 0
**SMILES**: CCNC(C)=O
**2S+1**: 1
**Frontier orbital gap**: 9.68 eV
**Highest occupied orbital energy**: -8.87 eV
**Total energy**: -7829.592 eV

Last columns: bonded neighbours and bond lengths (Å).
Cartesian coordinates (Å):
1 C -1.77552 0.54520 0.33606  C2 1.531, H7 1.097, H8 1.095, H9 1.096
2 C -1.23630 -0.43001 -0.71428  C1 1.531, N3 1.477, H10 1.092, H11 1.095
3 N 0.11821 -0.06329 -1.17404  C2 1.477, C4 1.405, H12 1.009
4 C 1.18857 -0.50921 -0.38016  N3 1.405, C5 1.618, O6 1.220
5 C 2.18854 0.13747 0.71516  C4 1.618, H13 1.068, H14 1.091, H15 1.125
6 O 0.99005 -1.50126 0.30233  C4 1.220
7 H -2.77793 0.24794 0.66950  C1 1.097
8 H -1.83917 1.56518 -0.05831  C1 1.095
9 H -1.11935 0.55691 1.21342  C1 1.096
10 H -1.17951 -1.43270 -0.28658  C2 1.092
11 H -1.91378 -0.47387 -1.57375  C2 1.095
12 H 0.17730 0.53914 -1.98181  N3 1.009
13 H 2.08406 1.19390 0.59678  C5 1.068
14 H 3.19605 -0.25212 0.56552  C5 1.091
15 H 1.89879 -0.12328 1.77016  C5 1.125



No. 2
Formula: C2H5N3O
Source: the Open Molecules 2025 dataset
Level of theory: ωB97M-V/def2-TZVPD

Output
**LUMO level**: 0.0250 Ha
**F_max**: 0.356 eV Å⁻¹
**Charge**: 0
**SMILES**: [H]/N=C/N=C(\N)O
**2S+1**: 1
**Frontier orbital gap**: 9.96 eV
**Highest occupied orbital energy**: -9.28 eV
**Total energy**: -8672.784 eV

Last columns: bonded neighbours and bond lengths (Å).
Cartesian coordinates (Å):
1 H -2.42830 1.86412 1.12236  N2 1.019
2 N -1.70580 1.26851 1.52539  H1 1.019, C3 1.271
3 C -1.04253 0.71982 0.59008  N2 1.271, N4 1.385, H8 1.106
4 N -0.00863 -0.15446 0.87940  C3 1.385, C5 1.283
5 C 0.72632 -0.63618 -0.05548  N4 1.283, N6 1.364, O7 1.342
6 N 0.70572 -0.42505 -1.40312  C5 1.364, H9 1.008, H10 1.006
7 O 1.67556 -1.52715 0.27219  C5 1.342, H11 0.972
8 H -1.27430 0.89965 -0.47617  C3 1.106
9 H 1.49614 -0.77251 -1.92339  N6 1.008
10 H 0.26976 0.40721 -1.76374  N6 1.006
11 H 1.58606 -1.64396 1.23249  O7 0.972